1.
Here is the ion C5H7N2O with charge +1 at a distorted geometry from the OMol25 dataset. Energies are from ωB97M-V with the def2-TZVPD basis set.

## Properties
LUMO energy = -4.4937 eV
relative energy (zero: lowest compared OMol25 entry of this formula, charge and spin) = 54.32 kcal per mole
HOMO energy = -14.228 eV
structure (SMILES) = [NH2+]=C=N[C@H]1C[C@H]1C=O
electronic energy = -10316.275 eV
HOMO-LUMO gap = 9.7340 eV

ORCA input file:
```
! RIJCOSX wB97M-V def2-TZVPD def2/J DEFGRID3
* xyz 1 1
N -1.532 2.373 -0.146
C -0.880 1.483 0.430
N 0.016 0.902 0.935
C 0.577 -0.335 1.055
C -0.108 -1.603 0.634
C 1.163 -1.150 -0.170
C 0.808 -0.583 -1.479
O -0.209 0.006 -1.656
H -1.222 2.958 -0.898
H -2.422 2.525 0.072
H 1.287 -0.331 1.895
H -1.131 -1.632 0.079
H -0.216 -2.354 1.444
H 2.243 -1.486 -0.058
H 1.626 -0.775 -2.138
*
```

natural (NBO) atomic charge list, values in e, 2 entries: atom 1 (N): -0.72, atom 2 (C): 0.75



2.
Here is a cluster of 2 separate species, C4H6N2O in total at a distorted geometry from the OMol25 dataset. Energies are from ωB97M-V with the def2-TZVPD basis set.

## Properties
LUMO energy = 0.2427 eV
relative energy (zero: lowest compared OMol25 entry of this formula, charge and spin) = 113.92 kcal per mole
HOMO energy = -8.428 eV
electronic energy = -9268.562 eV
HOMO-LUMO gap = 8.6707 eV

ORCA input file:
```
! RIJCOSX wB97M-V def2-TZVPD def2/J DEFGRID3
* xyz 0 1
N 1.242 1.091 -1.301
C 0.263 0.533 -0.499
C 0.503 0.165 0.889
N -0.805 0.098 1.481
C -1.429 -0.548 0.388
O -1.249 -1.834 0.514
C -1.022 0.137 -0.821
H 2.189 1.029 -0.942
H 1.191 0.872 -2.290
H 1.325 0.614 1.459
H -0.817 -0.521 2.290
H 0.084 -1.554 0.653
H -1.402 -0.058 -1.818
*
```

natural (NBO) atomic charge list, values in e, 2 entries: atom 1 (N): -0.79, atom 2 (C): 0.18



3.
Here is a structure of composition C11H11BrCdO2 at a distorted geometry from the OMol25 dataset. Energies are from ωB97M-V with the def2-TZVPD basis set.

## Properties
LUMO energy = 5.5086 eV
relative energy (zero: lowest compared OMol25 entry of this formula, charge and spin) = 48.62 kcal per mole
HOMO energy = -0.146 eV
electronic energy = -90285.131 eV
HOMO-LUMO gap = 5.6550 eV

ORCA input file:
```
! RIJCOSX wB97M-V def2-TZVPD def2/J DEFGRID3
* xyz -2 1
C -1.764 -0.825 -1.006
C -1.821 -1.359 0.325
C -1.958 -0.244 1.210
H -1.857 -2.395 0.707
C -1.971 0.950 0.444
C -1.799 0.610 -0.942
H -1.622 1.303 -1.806
H -1.633 -1.378 -1.916
H -2.219 -0.313 2.271
H -2.105 1.966 0.826
Cd 1.019 -0.181 -2.202
Br 2.049 -2.555 -1.879
C 2.473 0.625 -4.033
C 1.315 1.404 -4.328
C 0.306 0.516 -4.846
H 1.303 2.510 -4.431
C 0.852 -0.791 -4.886
C 2.197 -0.720 -4.428
H 2.916 -1.523 -4.509
H 3.455 1.050 -3.793
H -0.581 0.845 -5.434
H 0.403 -1.643 -5.404
O 0.840 -1.292 1.889
C 1.378 -0.174 1.694
O 1.473 0.351 0.509
H 1.748 0.280 2.769
*
```

natural (NBO) atomic charge list, values in e, 2 entries: atom 1 (C): -0.40, atom 2 (C): -0.33



4.
Here is a cluster of 4 separate species, C33H27NO7S in total at a distorted geometry from the OMol25 dataset. Energies are from ωB97M-V with the def2-TZVPD basis set.

## Properties
LUMO energy = -1.9855 eV
relative energy (zero: lowest compared OMol25 entry of this formula, charge and spin) = 418.98 kcal per mole
HOMO energy = -7.773 eV
structure (SMILES) = OCCCN1c2ccccc2Sc2ccccc21.O=C1C=CC(=O)C=C1.O=C1C=CC(=O)C=C1.O=C1C=CC(=O)C=C1
electronic energy = -61295.577 eV
HOMO-LUMO gap = 5.7876 eV

ORCA input file:
```
! RIJCOSX wB97M-V def2-TZVPD def2/J DEFGRID3
* xyz 0 1
O 4.784 -0.994 5.411
C 3.445 -1.452 4.911
C 3.499 -1.874 3.294
C 1.946 -1.676 2.704
N 1.025 -2.098 3.821
C -0.330 -1.437 3.775
C -0.894 -0.452 2.572
C -2.385 0.248 2.665
C -3.402 0.010 3.941
C -2.892 -1.001 5.129
C -1.407 -1.689 5.031
S -0.759 -2.884 6.376
C 0.101 -4.217 5.310
C 0.017 -5.828 5.606
C 0.733 -6.968 4.634
C 1.549 -6.367 3.314
C 1.672 -4.727 3.034
C 0.957 -3.594 4.015
H 5.378 -1.793 5.256
H 2.724 -0.519 5.097
H 3.093 -2.401 5.542
H 4.168 -1.037 2.784
H 3.915 -2.956 3.129
H 1.886 -0.525 2.423
H 1.804 -2.279 1.697
H -0.221 -0.234 1.610
H -2.740 0.948 1.779
H -4.468 0.518 4.043
H -3.547 -1.231 6.075
H -0.572 -6.237 6.540
H 0.668 -8.128 4.843
H 2.033 -7.168 2.593
H 2.280 -4.400 2.076
O -3.427 3.904 -3.184
C -2.617 3.278 -2.514
C -1.990 2.044 -3.025
C -1.107 1.359 -2.291
C -0.719 1.809 -0.940
O 0.091 1.184 -0.270
C -1.346 3.044 -0.429
C -2.230 3.728 -1.162
H -2.284 1.727 -4.018
H -0.638 0.451 -2.651
H -1.052 3.361 0.565
H -2.698 4.636 -0.803
O 0.473 -0.996 -4.364
C 1.283 -1.622 -3.694
C 1.910 -2.856 -4.205
C 2.793 -3.541 -3.471
C 3.181 -3.091 -2.120
O 3.991 -3.716 -1.450
C 2.554 -1.856 -1.609
C 1.670 -1.172 -2.342
H 1.616 -3.173 -5.198
H 3.262 -4.449 -3.831
H 2.848 -1.539 -0.615
H 1.202 -0.264 -1.983
O -4.160 8.709 -7.323
C -3.428 7.853 -6.846
C -3.886 6.975 -5.750
C -3.085 6.041 -5.229
C -1.709 5.846 -5.726
O -0.977 4.989 -5.249
C -1.250 6.723 -6.821
C -2.051 7.657 -7.343
H -4.898 7.131 -5.397
H -3.405 5.390 -4.424
H -0.238 6.567 -7.174
H -1.731 8.308 -8.147
*
```

natural (NBO) atomic charge list, values in e, 2 entries: atom 1 (O): -0.73, atom 2 (C): -0.08



5.
Here is a cluster of 3 separate species, C10H19F4NO10PS2 in total from the OMol25 dataset. Energies are from ωB97M-V with the def2-TZVPD basis set.

## Properties
LUMO energy = -4.1338 eV
HOMO energy = -13.047 eV
electronic energy = -74462.583 eV
HOMO-LUMO gap = 8.9135 eV

ORCA input file:
```
! RIJCOSX wB97M-V def2-TZVPD def2/J DEFGRID3
* xyz 1 1
O 4.206 0.397 0.460
P 4.538 -0.499 -0.665
C 4.064 -2.271 -0.274
C 3.279 -2.330 1.050
N 1.926 -2.974 0.815
C 1.162 -2.540 -0.412
C 0.507 -1.176 -0.176
F 1.476 -0.251 0.000
F -0.170 -0.881 -1.306
C -0.477 -1.133 1.022
F 0.213 -0.764 2.124
F -1.446 -0.249 0.784
C 2.112 -2.541 -1.632
O 3.403 -2.993 -1.297
H 5.890 -0.630 -1.005
H 3.918 -0.276 -1.906
H 5.006 -2.799 -0.137
H 3.132 -1.341 1.483
H 3.774 -2.970 1.774
H 1.363 -2.812 1.653
H 2.063 -3.985 0.752
H 0.358 -3.259 -0.565
H -0.936 -2.107 1.226
H 1.741 -3.241 -2.373
H 2.131 -1.549 -2.088
C -1.860 2.303 4.321
C -2.475 1.060 3.700
O -3.697 0.897 4.422
S -4.320 2.331 4.781
O -5.274 2.704 3.802
O -4.638 2.330 6.160
O -2.986 3.167 4.510
H -1.398 2.091 5.286
H -1.154 2.811 3.669
H -1.877 0.164 3.853
H -2.694 1.204 2.640
C -1.327 2.003 -3.242
C -2.746 1.670 -3.674
O -2.986 2.594 -4.740
S -1.650 2.832 -5.582
O -1.604 1.961 -6.699
O -1.464 4.226 -5.726
O -0.645 2.247 -4.475
H -1.292 2.900 -2.621
H -0.827 1.180 -2.741
H -3.488 1.848 -2.901
H -2.830 0.650 -4.053
*
```

natural (NBO) atomic charge list, values in e, 2 entries: atom 1 (O): -1.05, atom 2 (P): 1.48



6.
Here is a structure of composition C27H24O3PReS5Sb at a distorted geometry from the OMol25 dataset. Energies are from ωB97M-V with the def2-TZVPD basis set.

## Properties
LUMO energy (spin up / spin down) = -11.9621 / -11.9633 eV
HOMO energy (spin up / spin down) = -16.314 / -16.314 eV
electronic energy = -106635.897 eV
HOMO-LUMO gap (spin up / spin down) = 4.3522 / 4.3510 eV

ORCA input file:
```
! RIJCOSX wB97M-V def2-TZVPD def2/J DEFGRID3
* xyz 3 1
Re -1.059 -1.043 0.291
O 2.798 -0.872 0.206
C 1.822 -0.208 -0.029
O 0.707 -0.748 -0.464
C 1.803 1.287 0.121
C 3.047 1.917 0.162
C 3.121 3.296 0.269
C 1.965 4.059 0.353
C 0.726 3.442 0.322
C 0.636 2.054 0.204
P -1.050 1.390 0.066
C -1.627 1.876 -1.570
C -1.336 1.026 -2.641
C -1.652 1.415 -3.929
C -2.255 2.644 -4.157
C -2.558 3.481 -3.093
C -2.237 3.110 -1.799
C -2.049 2.189 1.370
C -1.400 2.533 2.615
C -2.073 3.128 3.620
C -3.505 3.381 3.518
C -4.182 3.033 2.230
C -3.371 2.437 1.178
H 3.942 1.313 0.102
H 4.086 3.778 0.278
H 2.025 5.134 0.440
H -0.175 4.036 0.387
H -0.863 0.064 -2.464
H -1.431 0.763 -4.760
H -2.490 2.951 -5.164
H -3.040 4.430 -3.268
H -2.449 3.779 -0.977
H -0.333 2.383 2.685
H -1.566 3.476 4.508
H -3.881 4.218 4.099
H -5.033 3.627 1.912
H -3.843 2.240 0.226
S -4.057 -2.600 4.146
Sb -3.344 -0.696 3.212
S -3.274 -1.018 0.585
S -0.731 -0.883 2.499
S -4.675 1.954 3.660
C 5.531 -3.599 -0.479
C 4.080 -3.800 -0.608
C 3.250 -3.921 0.518
C 1.882 -4.010 0.380
C 1.320 -4.028 -0.894
C 2.123 -3.926 -2.027
C 3.488 -3.828 -1.882
S -0.454 -4.135 -1.180
C -0.894 -5.568 -0.159
O -1.014 -2.993 -0.304
H 5.813 -3.225 0.502
H 5.907 -2.941 -1.263
H 6.050 -4.554 -0.628
H 3.687 -3.923 1.504
H 1.258 -4.072 1.258
H 1.684 -3.944 -3.013
H 4.118 -3.751 -2.754
H -0.561 -5.428 0.867
H -0.428 -6.449 -0.595
H -1.977 -5.676 -0.188
*
```

natural (NBO) atomic charge list, values in e, 2 entries: atom 1 (Re): 0.92, atom 2 (O): -0.49



7.
Here is the ion C6H17N2S with charge +1 at a distorted geometry from the OMol25 dataset. Energies are from ωB97M-V with the def2-TZVPD basis set.

## Properties
LUMO energy = -3.0818 eV
relative energy (zero: lowest compared OMol25 entry of this formula, charge and spin) = 17.97 kcal per mole
HOMO energy = -13.117 eV
electronic energy = -20303.976 eV
HOMO-LUMO gap = 10.0352 eV

ORCA input file:
```
! RIJCOSX wB97M-V def2-TZVPD def2/J DEFGRID3
* xyz 1 1
C -1.921 -1.675 -0.076
C 0.283 -2.640 -0.839
C -0.509 1.735 -1.591
C 0.249 -1.157 1.096
C 0.666 2.747 0.406
C -0.584 -2.181 0.367
N 0.237 1.453 -0.386
N 1.531 2.483 1.486
S 1.111 0.028 -0.163
H -2.059 -0.646 -0.434
H -2.475 -2.504 -0.617
H -2.484 -1.801 0.888
H -0.112 -2.081 -1.649
H -0.016 -3.713 -1.054
H 1.398 -2.497 -0.933
H 0.145 2.432 -2.071
H -0.500 0.784 -2.191
H -1.403 2.102 -1.345
H -0.340 -0.600 1.852
H 1.128 -1.567 1.481
H 1.086 3.357 -0.303
H -0.305 3.152 0.697
H -0.660 -3.050 0.981
H 1.850 0.642 0.742
H 1.258 2.351 2.382
H 2.426 2.845 1.274
*
```

natural (NBO) atomic charge list, values in e, 2 entries: atom 1 (C): -0.65, atom 2 (C): -0.64



8.
Here is a cluster of 2 separate species, C3H4N2O3 in total at a distorted geometry from the OMol25 dataset. Energies are from ωB97M-V with the def2-TZVPD basis set.

## Properties
LUMO energy = -0.2268 eV
relative energy (zero: lowest compared OMol25 entry of this formula, charge and spin) = 150.92 kcal per mole
HOMO energy = -9.270 eV
structure (SMILES) = C=N[N+](=O)[O-].C=C=O
electronic energy = -12292.451 eV
HOMO-LUMO gap = 9.0432 eV

ORCA input file:
```
! RIJCOSX wB97M-V def2-TZVPD def2/J DEFGRID3
* xyz 0 1
C 0.569 1.622 0.608
N -0.658 1.679 0.444
N -1.145 1.278 -0.742
O -1.785 2.156 -1.212
O -0.999 0.124 -1.101
H 0.894 2.109 1.502
H 1.315 1.250 -0.001
C 0.842 -2.106 -0.073
C -0.334 -1.854 0.303
O -1.396 -1.752 0.702
H 1.659 -1.822 0.545
H 1.037 -2.686 -0.976
*
```

natural (NBO) atomic charge list, values in e, 2 entries: atom 1 (C): -0.01, atom 2 (N): -0.25